Here is 2 unconnected molecules or ions with the total composition C8H14N2S from OMol25. Energies are from ωB97M-V/def2-TZVPD.

Geometry (Å):
C -2.84999 -0.46734 -1.28695
C -2.45118 -1.57773 -0.59804
C -0.71311 0.15679 -2.02095
C -0.04827 -0.87865 -1.36647
C -0.22976 1.82082 0.58256
C 2.11665 0.77515 0.06469
C 0.54427 -0.39816 1.60728
C 0.66599 0.62852 0.53484
N -2.00188 0.46138 -1.83599
N -0.58535 -3.35272 -1.42499
S -0.75773 -2.14255 -0.43728
H -3.99285 -0.09580 -1.26867
H -3.20656 -2.32004 -0.19462
H -0.07366 0.81726 -2.63156
H 0.82744 -1.24113 -1.69282
H -0.53231 1.82320 1.68019
H -1.05576 1.63056 -0.30515
H 0.32207 2.80111 0.28960
H 2.17894 1.87698 -0.28258
H 2.72232 0.42697 0.91114
H 2.44127 0.05364 -0.79669
H -0.52052 -0.44066 1.81118
H 1.18179 -0.12275 2.46094
H 0.97471 -1.25502 1.15917
H -0.56326 -4.33304 -1.06968

Atoms 1-6, force components in eV/Å:
-1.37 0.40 1.70
-1.42 -0.13 0.11
-1.57 -0.06 0.59
-2.09 2.25 1.98
0.02 -0.04 -1.23
-0.58 0.27 -2.00

Listed below, in e, are the Mulliken charges computed for each atom: -0.04, -0.36, -0.31, -0.52, -1.02, -1.08, -2.07, 1.35, -0.63, -0.68, 0.24, 0.25, 0.27, 0.32, 0.78, 0.32, 0.26, 0.29, 0.29, 0.34, 0.23, 0.52, 0.47, 0.57, 0.18

Here is a gas-phase ion, C8H14N3O3 (charge +1) from OMol25. Energies are from ωB97M-V/def2-TZVPD.

Geometry (Å):
C -0.07879 -1.76511 -0.00127
C 1.68125 0.10241 -0.34589
C -2.34960 -1.04542 0.70418
C -1.83471 0.52568 -1.27007
C -1.91058 0.35746 0.27908
C 0.18227 -0.24358 -0.20280
C -0.10427 1.89424 0.96993
C 3.80909 -0.10161 0.59481
N -1.34570 -2.02813 0.34579
N -0.54380 0.53113 0.72279
N -0.46050 0.09069 -1.59458
O 0.76679 -2.58439 -0.24572
O 2.03601 0.71849 -1.32209
O 2.39327 -0.31754 0.64934
H -2.49552 -1.05006 1.79014
H -3.29812 -1.31436 0.23075
H -2.57343 -0.08811 -1.78149
H -1.98185 1.56901 -1.54724
H -2.57056 1.09623 0.73298
H 0.88788 1.86929 1.41375
H -0.08002 2.52012 0.07206
H -0.78165 2.33899 1.69449
H 4.18978 -0.37702 1.57423
H 4.02677 0.94314 0.36848
H 4.24636 -0.73695 -0.17599
H -1.55509 -2.99394 0.56482
H -0.42231 -0.72167 -2.21624
H 0.16703 0.81103 -2.00426

Atoms 1-6, force components in eV/Å:
0.11 0.53 -0.24
-0.58 -0.07 -0.36
-0.26 0.32 0.23
-0.77 0.26 0.36
-0.28 -0.38 -0.04
0.54 -0.47 0.06

Results
net charge = +1
SMILES = COC(=O)[C@@]12[NH2+]C[C@@H](CNC1=O)N2C

Listed below, in e, are the Mulliken charges computed for each atom: -0.03, 0.15, -0.97, -0.74, 0.00, 0.64, -0.89, -0.74, -0.09, -0.03, -0.05, -0.59, -0.63, -0.25, 0.34, 0.43, 0.38, 0.35, 0.62, 0.29, 0.36, 0.40, 0.26, 0.35, 0.34, 0.30, 0.39, 0.40

Here is C8H14N4 in the gas phase from OMol25. Energies are from ωB97M-V/def2-TZVPD.

Geometry (Å):
C -0.20495 1.00002 1.96421
C -0.99922 2.11904 2.06443
C -1.07592 2.54143 0.71324
C 0.85544 -0.29086 0.03932
C 1.33737 -0.01066 -1.35858
C 0.22322 -0.14352 -2.40723
C -1.01978 -1.63523 -0.98831
C 0.08088 -1.61051 0.08961
H 0.00433 0.32776 3.85648
H 1.14672 -0.30403 2.83623
H -1.45489 2.56962 2.93522
H -1.52762 3.41885 0.29716
H 1.72011 -0.44641 0.71704
H 2.21263 -0.64375 -1.59896
H 1.82843 0.96763 -1.30793
H -0.53586 0.63429 -2.32243
H 0.71171 -0.05512 -3.40100
H 0.18012 -2.20914 -2.50897
H -1.67909 -2.51465 -0.90838
H -1.68993 -0.76122 -0.87758
H 0.80817 -2.42556 -0.03177
H -0.30349 -1.68714 1.10385
N 0.18336 0.01460 2.90104
N -0.44330 1.78181 -0.10871
N 0.07947 0.79661 0.63205
N -0.43789 -1.43386 -2.33004

Atoms 1-6, force components in eV/Å:
0.32 -1.35 -0.28
0.28 -0.07 -0.43
-0.81 1.25 0.83
0.46 -1.01 1.08
0.77 1.06 0.08
1.15 -0.25 -0.73

Results
SMILES = Nc1ccnn1C1CCNCC1

Listed below, in e, are the Mulliken charges computed for each atom: 0.37, -0.82, -0.27, -0.04, -1.10, -0.63, -0.79, -0.84, 0.29, 0.20, 0.35, 0.46, 0.29, 0.39, 0.47, 0.32, 0.36, 0.29, 0.33, 0.36, 0.39, 0.55, -0.47, -0.94, 0.86, -0.38

Here is a gas-phase ion, C8H14N4 (charge +2) from OMol25. Energies are from ωB97M-V/def2-TZVPD.

Geometry (Å):
C 1.02576 0.84211 1.71647
C -0.89297 -1.82173 0.37963
C 2.05207 -0.11520 -0.12568
C 0.02635 1.48766 0.76431
C 1.02057 -0.90721 -0.63322
C -0.52018 0.46681 -0.22155
C -0.90168 0.84713 -1.57735
C -2.71822 -0.26215 0.83426
N 2.01902 0.27600 1.16954
N -1.33720 -0.55052 0.35032
N 0.36568 -1.99351 -0.05847
N 3.15575 0.22551 -0.78770
H 0.78279 1.01578 2.80643
H -1.33902 -2.69347 0.90641
H -0.80702 2.11089 1.22592
H 0.73282 2.11989 0.19691
H 1.09290 -1.02791 -1.78997
H -1.78412 1.62291 -1.71365
H -1.03634 -0.00097 -2.16498
H -0.07384 1.36995 -1.95793
H -3.25361 0.39260 0.14522
H -3.16729 -1.22145 1.09642
H -2.50656 0.33251 1.60865
H 0.69865 -2.96954 -0.21121
H 3.39124 -0.27732 -1.61360
H 3.97445 0.73124 -0.34516

Atoms 1-6, force components in eV/Å:
-1.33 0.75 0.31
1.32 1.89 0.52
3.71 1.17 2.32
-0.25 0.27 -0.52
-2.98 1.40 -4.15
2.03 -1.60 0.07

Results
net charge = +2
SMILES = C\C1=[N+](C)/C=[NH+]\C=C(N)/N=C\C1

Listed below, in e, are the Mulliken charges computed for each atom: -0.16, 0.09, 0.51, -0.56, -0.21, 0.13, -1.51, -0.89, -0.44, 0.13, -0.08, -0.34, 0.40, 0.39, 0.49, 0.40, 0.36, 0.36, 0.43, 0.49, 0.31, 0.32, 0.45, 0.35, 0.26, 0.32

Sequential maximum force output: 3.67; 0.89; 1.71; 5.30 eV Å⁻¹
Sequential ΔE to the lowest compared entry with this formula, charge and spin output: 7.269; 0.000; 2.013; 1.651 eV
Sequential E_tot output: -820.671188; -703.009359; -532.239139; -531.555215 Ha